The following is a quantum chemistry calculation of a structure of composition C34H44FN3O6Se3TeZr, from OMol25.

Atoms and positions in Å:
1 Zr -0.418 1.984 -0.117
2 C -0.267 -4.130 3.300
3 C 1.091 -3.460 3.563
4 C 2.196 -4.232 2.827
5 C 1.362 -3.515 5.068
6 C 1.044 -2.028 3.035
7 C 0.683 -1.794 1.734
8 C 0.529 -0.471 1.276
9 N 0.156 -0.063 0.065
10 C -0.448 -0.808 -0.945
11 C 0.039 -1.970 -1.510
12 C -0.673 -2.590 -2.530
13 C -1.879 -2.019 -2.895
14 C -2.449 -0.878 -2.312
15 C -1.689 -0.222 -1.336
16 O -2.008 0.901 -0.643
17 C -3.860 -0.519 -2.804
18 C -4.518 0.658 -2.078
19 C -3.795 -0.175 -4.301
20 C -4.780 -1.733 -2.584
21 C -0.121 -3.853 -3.180
22 C 0.067 -4.937 -2.106
23 C 1.236 -3.548 -3.831
24 C -1.053 -4.419 -4.255
25 C 0.605 0.635 2.223
26 O 0.006 1.725 1.861
27 C 1.235 0.404 3.472
28 C 1.405 -0.914 3.838
29 C 1.705 1.526 4.407
30 C 1.904 2.860 3.674
31 C 0.677 1.718 5.530
32 C 3.064 1.136 5.014
33 H -0.274 -5.138 3.718
34 H -0.479 -4.205 2.233
35 H -1.070 -3.556 3.765
36 H 2.235 -5.265 3.178
37 H 3.170 -3.769 3.000
38 H 2.014 -4.245 1.751
39 H 1.295 -4.547 5.413
40 H 0.626 -2.927 5.619
41 H 2.361 -3.149 5.315
42 H 0.489 -2.604 1.045
43 H 0.996 -2.345 -1.168
44 H -2.441 -2.485 -3.691
45 H -4.092 1.603 -2.400
46 H -4.429 0.573 -0.997
47 H -5.580 0.685 -2.335
48 H -3.068 0.620 -4.475
49 H -4.770 0.183 -4.640
50 H -3.516 -1.035 -4.912
51 H -4.936 -1.896 -1.516
52 H -4.375 -2.649 -3.014
53 H -5.751 -1.545 -3.047
54 H 0.783 -4.629 -1.343
55 H 0.435 -5.856 -2.567
56 H -0.885 -5.154 -1.617
57 H 1.973 -3.229 -3.092
58 H 1.136 -2.755 -4.574
59 H 1.620 -4.442 -4.328
60 H -2.019 -4.700 -3.831
61 H -0.601 -5.317 -4.679
62 H -1.215 -3.709 -5.068
63 H 1.845 -1.117 4.803
64 H 0.968 3.256 3.295
65 H 2.588 2.742 2.832
66 H 2.327 3.592 4.365
67 H -0.280 2.047 5.122
68 H 1.029 2.473 6.237
69 H 0.515 0.785 6.073
70 H 3.755 0.822 4.230
71 H 2.971 0.326 5.739
72 H 3.497 1.994 5.531
73 Se -2.122 3.518 1.213
74 Se -2.901 3.829 -0.902
75 Te -2.243 4.038 -4.460
76 Se -1.492 2.855 -2.461
77 F 2.968 8.428 -2.676
78 C 2.251 7.427 -2.168
79 C 2.731 6.180 -2.176
80 N 2.009 5.110 -1.681
81 C 2.579 3.767 -1.815
82 C 1.740 2.727 -1.073
83 O 1.777 2.679 0.169
84 O 1.002 1.947 -1.741
85 C 0.763 5.307 -1.154
86 O 0.066 4.388 -0.742
87 N 0.314 6.589 -1.112
88 C 0.945 7.749 -1.596
89 O 0.429 8.830 -1.507
90 H 3.707 5.951 -2.580
91 H 3.571 3.762 -1.363
92 H 2.631 3.496 -2.869
93 H -0.618 6.719 -0.738

Values from the calculation:
- HOMO level (spin up / spin down): -6.25 / -6.24 eV
- Total energy: -9557.075186 a.u.
- Multiplicity: 1
- Frontier orbital gap (spin up / spin down): 2.74 / 2.74 eV
- Total charge: 0
- Relative energy (zero: lowest compared OMol25 entry of this formula, charge and spin): 30.4 kcal per mole
- LUMO level (spin up / spin down): -0.1288 / -0.1288 Ha

Partial charges, Mulliken, in e: number 1, Zr, carries -0.36; number 2, C, carries -1.61; number 3, C, carries 1.94; number 4, C, carries -1.39; number 5, C, carries -2.21; number 6, C, carries -1.07; number 7, C, carries -0.65; number 8, C, carries 0.29; number 9, N, carries 0.14; number 10, C, carries -1.20; number 11, C, carries -0.11; number 12, C, carries -0.81; number 13, C, carries 0.37; number 14, C, carries -0.89; number 15, C, carries 2.25; number 16, O, carries -0.98; number 17, C, carries 1.97; number 18, C, carries -1.60; number 19, C, carries -1.56; number 20, C, carries -1.71; number 21, C, carries 2.00; number 22, C, carries -1.59; number 23, C, carries -1.67; number 24, C, carries -2.15; number 25, C, carries 1.56; number 26, O, carries -0.91; number 27, C, carries -0.76; number 28, C, carries 0.61; number 29, C, carries 1.93; number 30, C, carries -1.82; number 31, C, carries -1.67; number 32, C, carries -1.87; number 33, H, carries 0.46; number 34, H, carries 0.27; number 35, H, carries 0.35; number 36, H, carries 0.44; number 37, H, carries 0.34; number 38, H, carries 0.17; number 39, H, carries 0.45; number 40, H, carries 0.44; number 41, H, carries 0.37; number 42, H, carries 0.73; number 43, H, carries 1.01; number 44, H, carries 0.50; number 45, H, carries -0.01; number 46, H, carries 0.36; number 47, H, carries 0.50; number 48, H, carries 0.17; number 49, H, carries 0.47; number 50, H, carries 0.32; number 51, H, carries 0.39; number 52, H, carries 0.29; number 53, H, carries 0.47; number 54, H, carries 0.30; number 55, H, carries 0.47; number 56, H, carries 0.35; number 57, H, carries 0.32; number 58, H, carries 0.38; number 59, H, carries 0.43; number 60, H, carries 0.39; number 61, H, carries 0.45; number 62, H, carries 0.40; number 63, H, carries 0.40; number 64, H, carries 0.25; number 65, H, carries 0.36; number 66, H, carries 0.50; number 67, H, carries 0.29; number 68, H, carries 0.48; number 69, H, carries 0.27; number 70, H, carries 0.38; number 71, H, carries 0.37; number 72, H, carries 0.47; number 73, Se, carries -0.36; number 74, Se, carries 0.04; number 75, Te, carries -0.13; number 76, Se, carries -0.48; number 77, F, carries -0.29; number 78, C, carries 0.22; number 79, C, carries -0.11; number 80, N, carries 0.18; number 81, C, carries -1.45; number 82, C, carries 1.35; number 83, O, carries -0.52; number 84, O, carries -0.42; number 85, C, carries 0.05; number 86, O, carries 0.51; number 87, N, carries -0.11; number 88, C, carries 0.28; number 89, O, carries -0.60; number 90, H, carries 0.46; number 91, H, carries 0.50; number 92, H, carries 0.43; number 93, H, carries 0.22

***

The following is a quantum chemistry calculation of a cluster of 7 separate species, C4H24N2O6S in total, from OMol25.

Atoms and positions in Å:
1 C -0.911 2.688 -1.287
2 C 0.102 2.128 -0.278
3 C 1.574 2.194 -0.624
4 S 2.095 3.778 -1.444
5 N -0.212 0.721 0.062
6 C -1.308 0.538 1.019
7 N -1.389 -0.814 1.517
8 H -1.894 2.683 -0.820
9 H -0.660 3.683 -1.648
10 H -0.931 2.053 -2.181
11 H -0.123 2.697 0.627
12 H 2.174 2.103 0.272
13 H 1.860 1.460 -1.376
14 H 2.528 3.267 -2.581
15 H -0.313 0.141 -0.766
16 H -1.177 1.293 1.791
17 H -2.270 0.751 0.530
18 H -2.073 -1.346 0.999
19 H -0.509 -1.310 1.475
20 H -2.032 -3.903 0.696
21 H -2.098 -4.193 -0.788
22 O -2.209 -3.486 -0.154
23 H 1.374 0.032 0.859
24 H 2.944 -0.244 0.953
25 O 2.130 -0.193 1.447
26 H 1.935 -2.188 0.547
27 H 3.381 -2.818 0.672
28 O 2.567 -2.819 0.179
29 H -1.696 3.879 2.926
30 H -2.559 3.847 1.647
31 O -1.671 3.698 1.983
32 H 0.157 -2.404 -2.083
33 H -0.967 -2.387 -1.067
34 O -0.424 -1.799 -1.611
35 H 1.264 -4.077 -0.953
36 H 0.772 -4.944 0.184
37 O 0.569 -4.709 -0.724

Values from the calculation:
- HOMO level: -8.65 eV
- SMILES string: C[C@H](CS)NCN.O.O.O.O.O.O
- Total energy: -1125.928313 a.u.
- Multiplicity: 1
- Frontier orbital gap: 9.04 eV
- Total charge: 0
- Relative energy (zero: lowest compared OMol25 entry of this formula, charge and spin): 0.0 kcal per mole
- LUMO level: 0.0143 Ha

Partial charges, Mulliken, in e: number 1, C, carries -1.52; number 2, C, carries 0.55; number 3, C, carries -0.94; number 4, S, carries -0.26; number 5, N, carries 0.11; number 6, C, carries -0.56; number 7, N, carries -0.62; number 8, H, carries 0.33; number 9, H, carries 0.44; number 10, H, carries 0.35; number 11, H, carries 0.06; number 12, H, carries 0.38; number 13, H, carries 0.36; number 14, H, carries 0.13; number 15, H, carries 0.08; number 16, H, carries 0.29; number 17, H, carries 0.31; number 18, H, carries 0.32; number 19, H, carries 0.30; number 20, H, carries 0.31; number 21, H, carries 0.28; number 22, O, carries -0.67; number 23, H, carries 0.32; number 24, H, carries 0.30; number 25, O, carries -0.68; number 26, H, carries 0.42; number 27, H, carries 0.28; number 28, O, carries -0.66; number 29, H, carries 0.28; number 30, H, carries 0.28; number 31, O, carries -0.57; number 32, H, carries 0.27; number 33, H, carries 0.35; number 34, O, carries -0.61; number 35, H, carries 0.29; number 36, H, carries 0.31; number 37, O, carries -0.61